[1]
Density functional theory data (wB97M-V/def2-TZVPD) for C25H28CoN2O3P2 as an isolated structure in a non-equilibrium geometry.

Geometry as XYZ:
```
61
Properties=species:S:1:pos:R:3:nbo_charge:R:1
Co 0.295 0.142 -0.299 1.24
C -3.323 -4.871 -0.210 -0.25
O -3.354 -3.585 0.448 -0.54
C -3.917 -2.571 -0.303 0.23
C -5.210 -2.581 -0.777 -0.23
C -5.625 -1.493 -1.534 -0.18
C -4.763 -0.444 -1.798 -0.16
C -3.448 -0.399 -1.318 -0.13
C -2.670 0.799 -1.678 0.07
N -1.501 1.115 -1.280 -0.33
N -1.128 2.393 -1.625 -0.43
C 0.175 2.542 -1.611 0.56
O 1.027 1.577 -1.490 -0.82
C 0.704 3.924 -1.729 -0.07
C 2.059 4.116 -1.987 -0.19
C 2.583 5.399 -2.042 -0.22
C 1.754 6.494 -1.837 -0.19
C 0.400 6.306 -1.586 -0.22
C -0.127 5.026 -1.535 -0.18
C -3.080 -1.494 -0.549 0.29
O -1.794 -1.681 0.019 -0.52
H -4.335 -5.241 -0.362 0.20
H -2.786 -5.543 0.452 0.21
H -2.814 -4.794 -1.171 0.19
H -5.870 -3.411 -0.561 0.24
H -6.635 -1.464 -1.918 0.24
H -5.106 0.389 -2.399 0.23
H -3.194 1.528 -2.294 0.20
H 2.686 3.252 -2.163 0.22
H 3.634 5.548 -2.251 0.22
H 2.163 7.496 -1.879 0.22
H -0.244 7.162 -1.429 0.22
H -1.179 4.861 -1.348 0.23
C 3.661 0.973 0.327 -0.93
P 2.059 0.704 1.152 0.86
C 2.011 2.063 2.354 -0.95
C 2.348 -0.835 2.087 -0.36
C 2.709 -0.902 3.424 -0.19
C 2.932 -2.133 4.033 -0.17
C 2.801 -3.305 3.302 -0.20
C 2.429 -3.255 1.967 -0.21
C 2.176 -2.027 1.347 -0.30
P 1.577 -1.854 -0.333 0.59
C 1.666 -3.520 -1.060 -0.97
C -1.188 -0.605 1.019 -0.58
H 4.432 1.197 1.064 0.24
H 3.556 1.803 -0.370 0.26
H 3.945 0.083 -0.234 0.25
H 2.914 2.075 2.963 0.24
H 1.130 1.998 2.990 0.25
H 1.958 2.993 1.784 0.27
H 2.825 0.008 4.001 0.22
H 3.220 -2.176 5.075 0.23
H 2.981 -4.262 3.775 0.23
H 2.320 -4.179 1.413 0.21
H 0.985 -4.214 -0.562 0.24
H 2.683 -3.907 -0.983 0.26
H 1.395 -3.456 -2.112 0.26
H -0.941 -1.215 1.890 0.18
H -1.908 -2.558 0.472 0.55
H -2.054 0.010 1.258 0.19
```

Results
lowest unoccupied orbital energy (alpha / beta): -2.78 / -4.39 eV
<S²>: 6.028
energy above the lowest of the compared OMol25 structures with the same formula, charge and spin: 399.9 kJ/mol
spin multiplicity: 5
charge: +1



[2]
Density functional theory data (wB97M-V/def2-TZVPD) for C48H54AsN5O5ReS2 as an isolated structure in a non-equilibrium geometry.

Geometry as XYZ:
```
116
Properties=species:S:1:pos:R:3:lowdin_charge:R:1
Re 0.812 0.256 1.293 1.56
C -3.950 -3.163 2.351 -0.06
C -2.863 -2.936 3.318 -0.21
C -1.766 -3.794 3.355 -0.19
C -1.713 -4.986 2.435 -0.04
C -0.740 -3.606 4.281 -0.19
C 0.323 -4.640 4.406 -0.05
C -0.703 -2.434 5.055 -0.16
C 0.465 -2.163 5.977 -0.04
C -1.841 -1.586 5.044 -0.19
C -1.946 -0.452 5.996 -0.06
C -2.903 -1.800 4.155 -0.18
C -4.096 -0.875 4.106 -0.05
H -4.645 -2.296 2.369 0.07
H -4.554 -4.036 2.621 0.10
H -3.640 -3.328 1.300 0.08
H -0.681 -5.250 2.223 0.07
H -2.154 -4.759 1.477 0.05
H -2.262 -5.835 2.885 0.11
H -0.147 -5.632 4.233 0.09
H 0.790 -4.662 5.379 0.08
H 1.066 -4.573 3.627 0.08
H 0.407 -2.660 6.942 0.09
H 0.598 -1.075 6.148 0.07
H 1.341 -2.501 5.440 0.07
H -1.304 -0.599 6.852 0.07
H -2.983 -0.469 6.388 0.08
H -1.751 0.558 5.646 0.08
H -4.039 -0.144 4.907 0.06
H -5.060 -1.418 4.186 0.10
H -4.112 -0.363 3.148 0.06
C 4.188 -2.371 0.971 -0.08
O 3.092 -1.532 0.655 -0.23
C 2.119 -1.355 1.620 -0.56
O 2.044 -2.085 2.605 0.00
H 5.019 -2.020 0.342 0.09
H 3.922 -3.410 0.746 0.09
H 4.416 -2.349 2.053 0.10
C -1.283 -5.656 -6.006 -0.04
C -0.683 -4.561 -5.162 -0.23
C 0.665 -4.172 -5.204 -0.01
C 1.215 -3.324 -4.243 -0.34
C 2.710 -3.287 -4.100 -0.10
C 0.413 -2.575 -3.378 -0.29
As 1.560 -1.296 -2.216 1.49
N 0.397 -0.300 -0.418 -0.27
C -0.938 0.012 -0.745 -0.42
C -1.318 0.512 -2.015 -0.03
C -2.610 1.019 -2.179 -0.06
C -3.554 0.980 -1.153 -0.07
C -3.194 0.443 0.095 -0.08
C -1.925 -0.055 0.282 -0.10
C 1.847 0.335 -3.306 -0.34
C 2.799 1.218 -2.755 -0.31
C 3.900 0.741 -1.843 -0.09
C 2.815 2.563 -3.167 -0.02
C 1.995 3.041 -4.170 -0.27
C 1.972 4.492 -4.422 -0.04
C 1.292 2.098 -4.929 0.00
C 1.240 0.752 -4.547 -0.26
C 0.580 -0.202 -5.521 -0.05
C -0.894 -3.077 -3.186 -0.27
C -1.759 -2.931 -1.965 -0.05
C -1.444 -3.967 -4.124 -0.02
H -0.605 -5.940 -6.771 0.07
H -2.211 -5.320 -6.450 0.08
H -1.523 -6.502 -5.403 0.08
H 1.354 -4.578 -5.920 0.11
H 3.217 -3.944 -4.823 0.09
H 3.100 -3.627 -3.087 0.10
H 3.122 -2.284 -4.229 0.06
H -0.643 0.477 -2.858 0.07
H -2.842 1.476 -3.147 0.12
H -4.564 1.393 -1.302 0.11
H -3.854 0.478 0.960 0.10
H -1.637 -0.480 1.253 0.09
H 3.605 0.453 -0.844 0.03
H 4.673 1.505 -1.715 0.09
H 4.381 -0.151 -2.294 0.09
H 3.427 3.287 -2.559 0.15
H 2.006 5.084 -3.469 0.10
H 1.066 4.801 -4.974 0.09
H 2.794 4.870 -5.024 0.09
H 0.787 2.405 -5.858 0.13
H 0.268 0.306 -6.423 0.07
H -0.283 -0.811 -5.182 0.08
H 1.291 -0.972 -5.862 0.08
H -1.238 -2.663 -1.053 0.06
H -2.172 -3.940 -1.803 0.09
H -2.597 -2.218 -2.062 0.09
H -2.487 -4.228 -4.031 0.12
S 2.352 1.901 5.179 0.70
C 1.475 1.100 4.170 -0.97
N 0.781 0.514 3.360 -0.13
O 1.937 7.837 -1.491 -0.39
S 2.183 8.783 -0.398 0.45
O 2.016 10.143 -0.849 -0.35
O 3.247 8.482 0.596 -0.37
C 0.900 8.209 0.791 -0.33
N 0.089 8.985 1.482 0.14
C -0.750 8.338 2.270 -0.12
C -0.764 6.969 2.428 0.02
C 0.184 6.266 1.644 -0.24
N 1.046 6.882 0.851 0.14
C 0.250 4.855 1.506 -0.09
C -0.768 3.997 2.025 0.05
C -0.657 2.654 1.810 -0.10
N 0.411 2.175 1.086 -0.19
C 1.348 2.985 0.554 -0.07
C 1.327 4.350 0.762 0.06
H -1.443 8.986 2.805 0.11
H -1.480 6.467 3.064 0.10
H -1.636 4.401 2.518 0.11
H -1.272 1.878 2.290 0.11
H 2.196 2.502 0.061 0.11
H 2.044 5.007 0.256 0.14
```

Results
lowest unoccupied orbital energy (alpha / beta): -2.58 / -2.60 eV
<S²>: 3.865
spin multiplicity: 4
charge: 0



[3]
Density functional theory data (wB97M-V/def2-TZVPD) for one molecule with the formula C4H8O in a non-equilibrium geometry.

Geometry as XYZ:
```
13
Properties=species:S:1:pos:R:3:nbo_charge:R:1
C -0.748 0.950 -1.011 -0.62
C 0.064 0.028 -0.134 0.23
C -0.052 0.123 1.366 -0.45
C -0.619 -1.085 0.614 -0.43
H -1.756 1.173 -0.609 0.21
H -0.908 0.532 -1.998 0.22
H -0.236 1.891 -1.135 0.20
H 1.804 0.597 -0.670 0.46
H 0.835 -0.102 1.932 0.22
H -0.707 0.938 1.689 0.21
H -1.696 -1.143 0.524 0.21
H -0.067 -2.027 0.727 0.23
O 1.358 -0.244 -0.684 -0.70
```

Results
structure (SMILES): CC1(O)CC1
lowest unoccupied orbital energy: 1.03 eV
energy above the lowest of the compared OMol25 structures with the same formula, charge and spin: 98.1 kJ/mol
charge: 0



[4]
Density functional theory data (wB97M-V/def2-TZVPD) for a 2-piece molecular cluster, H4N2O2S2 overall in a non-equilibrium geometry.

Geometry as XYZ:
```
10
Properties=species:S:1:pos:R:3:nbo_charge:R:1
N 1.861 1.178 0.353 -0.97
N -3.625 -0.905 -0.617 -0.95
O -0.622 0.240 -0.231 -0.87
O -3.369 0.498 1.324 -0.87
S 0.932 0.406 -0.874 0.61
S -3.406 0.527 -0.116 1.45
H 2.008 2.122 0.294 0.36
H 2.803 0.861 0.149 0.37
H -0.422 -0.361 0.588 0.50
H -3.368 -0.889 -1.590 0.36
```

Results
lowest unoccupied orbital energy: -0.33 eV
energy above the lowest of the compared OMol25 structures with the same formula, charge and spin: 73.3 kJ/mol
charge: 0



[5]
Density functional theory data (wB97M-V/def2-TZVPD) for a 2-piece molecular cluster, C4H13N3 overall in a non-equilibrium geometry.

Geometry as XYZ:
```
20
Properties=species:S:1:pos:R:3:nbo_charge:R:1
C 0.552 1.692 1.895 -0.60
C -0.417 -0.724 1.655 -0.59
C -0.428 0.745 -0.270 -0.31
C 0.274 0.465 0.938 -0.30
N -0.747 -0.743 -2.872 -0.65
N 0.643 -1.823 -1.611 -0.62
N -0.519 -1.123 -1.580 -0.05
H -0.378 1.984 2.320 0.20
H 1.236 1.506 2.698 0.21
H 0.748 2.545 1.244 0.21
H -0.130 -1.657 1.223 0.20
H -1.541 -0.695 1.725 0.21
H -0.011 -0.699 2.632 0.20
H -1.532 0.733 -0.313 0.18
H -0.016 1.503 -1.079 0.17
H 1.299 -0.026 0.601 0.18
H 0.097 -0.490 -3.487 0.32
H -1.460 -0.037 -2.941 0.37
H 0.933 -1.955 -0.658 0.36
H 1.397 -1.201 -2.119 0.30
```

Results
lowest unoccupied orbital energy (alpha / beta): 0.89 / 0.92 eV
energy above the lowest of the compared OMol25 structures with the same formula, charge and spin: 508.8 kJ/mol
charge: 0



[6]
Density functional theory data (wB97M-V/def2-TZVPD) for a 11-piece molecular cluster, C18H58O18 overall in a non-equilibrium geometry.

Geometry as XYZ:
```
94
Properties=species:S:1:pos:R:3:lowdin_charge:R:1
C 4.468 2.405 0.054 -0.12
O 4.038 2.819 1.350 -0.14
H 4.052 1.466 -0.301 0.08
H 4.218 3.179 -0.633 0.08
H 5.517 2.348 0.167 0.07
H 3.116 3.032 1.133 0.03
C 0.350 -5.134 -2.516 -0.12
O -0.366 -6.358 -2.242 -0.13
H -0.312 -4.343 -2.886 0.08
H 0.781 -4.749 -1.624 0.06
H 1.095 -5.348 -3.243 0.07
H -1.072 -6.396 -2.915 0.09
C -3.803 -2.423 1.001 -0.15
O -4.292 -1.067 0.908 -0.13
H -2.726 -2.522 0.977 0.03
H -4.157 -2.988 1.887 0.08
H -4.220 -2.991 0.100 0.10
H -3.821 -0.431 1.454 0.03
C 0.483 4.320 1.725 -0.09
O 1.205 3.348 0.926 -0.15
H 1.126 5.213 1.776 0.10
H -0.506 4.501 1.270 0.08
H 0.289 3.854 2.723 0.07
H 0.769 2.502 1.033 0.03
C -0.449 4.198 -2.556 -0.23
C -1.671 3.282 -2.469 -0.27
O -1.333 1.992 -2.135 -0.09
O 0.329 3.919 -3.715 -0.06
H 0.173 3.916 -1.734 0.10
H -0.860 5.190 -2.507 0.11
H -2.156 3.318 -3.420 0.11
H -2.362 3.665 -1.679 0.13
H -1.130 1.452 -2.958 0.07
H 0.150 4.537 -4.431 0.09
C -1.373 -5.323 1.547 -0.18
C -0.899 -4.694 2.855 -0.22
O 0.068 -3.688 2.679 -0.08
O -0.218 -5.760 0.727 -0.05
H -2.077 -4.690 1.033 0.09
H -1.948 -6.233 1.894 0.14
H -0.541 -5.436 3.611 0.13
H -1.712 -4.135 3.326 0.13
H 0.711 -4.020 2.030 0.11
H -0.649 -5.938 -0.066 0.00
C 1.701 1.516 5.750 -0.23
C 2.123 2.512 4.688 -0.24
O 2.305 1.840 3.437 -0.07
O 0.513 0.841 5.352 -0.09
H 1.417 2.165 6.578 0.12
H 2.487 0.820 5.973 0.11
H 3.060 2.999 5.073 0.13
H 1.358 3.306 4.719 0.10
H 2.922 2.215 2.784 0.05
H 0.604 0.697 4.387 0.08
C -2.622 1.812 2.573 -0.22
C -2.548 2.645 3.805 -0.28
O -1.321 2.599 4.431 -0.06
O -2.510 0.410 2.931 -0.10
H -1.772 2.077 1.970 0.10
H -3.578 1.916 2.053 0.13
H -3.360 2.225 4.449 0.14
H -2.758 3.695 3.507 0.13
H -1.139 1.866 5.007 0.06
H -1.604 0.064 2.997 0.04
C -1.992 -1.745 -4.609 -0.24
C -1.333 -0.896 -3.604 -0.25
O -0.835 0.238 -4.277 -0.08
O -1.043 -2.371 -5.497 -0.07
H -2.723 -1.137 -5.126 0.12
H -2.526 -2.633 -4.236 0.13
H -0.563 -1.446 -3.093 0.12
H -2.106 -0.547 -2.913 0.13
H 0.109 0.410 -4.118 0.07
H -0.532 -1.659 -5.908 0.08
C 0.906 -0.103 0.646 -0.20
C -0.352 -0.797 1.016 -0.23
O -0.359 -1.078 2.411 -0.09
O 0.749 0.468 -0.655 -0.09
H 1.756 -0.745 0.647 0.13
H 0.997 0.710 1.407 0.11
H -0.494 -1.732 0.513 0.11
H -1.218 -0.115 0.809 0.13
H -0.120 -2.011 2.574 0.05
H -0.094 0.968 -0.704 0.07
C 2.765 -0.730 -3.601 -0.23
C 3.250 -0.278 -5.021 -0.22
O 3.727 1.051 -5.180 -0.03
O 1.779 0.189 -3.317 -0.10
H 3.378 -0.809 -2.708 0.12
H 2.309 -1.764 -3.704 0.13
H 2.388 -0.450 -5.616 0.10
H 3.993 -1.020 -5.315 0.12
H 2.965 1.595 -5.054 0.06
H 1.658 0.422 -2.389 0.07
```

Results
structure (SMILES): OCCO.OCCO.OCCO.OCCO.OCCO.OCCO.OCCO.CO.CO.CO.CO
lowest unoccupied orbital energy: 0.33 eV
energy above the lowest of the compared OMol25 structures with the same formula, charge and spin: 92.4 kJ/mol
charge: 0



[7]
Density functional theory data (wB97M-V/def2-TZVPD) for an isolated ion of composition C26H22OP and charge +1 in a non-equilibrium geometry.

Geometry as XYZ:
```
50
Properties=species:S:1:pos:R:3:nbo_charge:R:1
O -1.507 0.571 1.885 -0.64
C -0.643 1.443 1.528 0.40
C 0.011 1.051 0.365 -0.67
C 0.350 4.992 3.708 -0.18
C 4.335 -0.903 -2.388 -0.15
C -1.126 -4.397 2.051 -0.17
C -2.645 0.303 -4.219 -0.16
C -0.944 4.471 3.776 -0.18
C 1.281 4.259 3.039 -0.21
C 3.513 0.114 -2.608 -0.23
C 3.874 -1.947 -1.486 -0.19
C -1.674 -4.353 0.747 -0.20
C -0.329 -3.368 2.553 -0.20
C -1.857 -0.847 -4.177 -0.20
C -2.953 0.883 -2.958 -0.21
C -1.313 3.329 3.055 -0.22
C 0.987 3.095 2.380 -0.19
C 2.251 0.153 -2.158 -0.17
C 2.571 -1.856 -0.901 -0.19
C -1.321 -3.250 -0.114 -0.18
C -0.109 -2.177 1.889 -0.19
C -1.194 -1.216 -3.017 -0.18
C -2.254 0.485 -1.814 -0.16
C -0.372 2.676 2.268 -0.08
C 1.704 -0.767 -1.226 -0.33
C -0.527 -2.173 0.541 -0.31
C -1.221 -0.471 -1.893 -0.42
P -0.064 -0.633 -0.513 1.47
H -1.997 0.878 2.718 0.50
H 0.535 1.894 -0.129 0.26
H 0.752 5.921 4.183 0.24
H 5.325 -0.836 -2.756 0.23
H -1.395 -5.275 2.711 0.24
H -2.887 0.682 -5.176 0.23
H -1.623 4.889 4.342 0.21
H 2.339 4.666 2.935 0.23
H 3.884 0.840 -3.227 0.22
H 4.464 -2.867 -1.297 0.23
H -2.060 -5.331 0.379 0.24
H 0.039 -3.395 3.539 0.22
H -1.718 -1.481 -5.008 0.22
H -3.649 1.703 -2.912 0.23
H -2.341 3.001 3.089 0.21
H 1.922 2.656 1.896 0.24
H 1.689 1.059 -2.440 0.22
H 2.149 -2.673 -0.410 0.22
H -1.686 -3.277 -1.129 0.24
H 0.432 -1.412 2.373 0.24
H -0.517 -2.014 -3.175 0.22
H -2.479 0.906 -0.818 0.23
```

Results
lowest unoccupied orbital energy: -2.75 eV
energy above the lowest of the compared OMol25 structures with the same formula, charge and spin: 286.1 kJ/mol
charge: +1



[8]
Density functional theory data (wB97M-V/def2-TZVPD) for a 2-piece molecular cluster, C3H3NO overall in a non-equilibrium geometry.

Geometry as XYZ:
```
8
Properties=species:S:1:pos:R:3:nbo_charge:R:1
C 1.825 0.263 -0.118 0.84
C -2.031 0.718 0.084 -0.24
C -0.934 1.145 0.048 -0.25
N 2.744 0.968 -0.015 -0.75
O 0.924 -0.509 -0.099 -0.52
H -3.090 0.270 0.038 0.25
H 3.212 1.782 -0.390 0.44
H 0.058 1.628 -0.046 0.22
```

Results
structure (SMILES): N=C=O.C#C
lowest unoccupied orbital energy: 0.77 eV
energy above the lowest of the compared OMol25 structures with the same formula, charge and spin: 221.6 kJ/mol
charge: 0